Record 1
Below is C34H32Br4N4O4SScTe as an isolated structure, with properties calculated with ωB97M-V/def2-TZVPD.

Atoms and positions in Å:
Sc: -0.0072 0.1328 -0.3067
N: -0.2531 -3.3331 2.9063
C: -0.1787 -2.1688 2.1488
S: 0.3918 -2.3407 0.5310
N: -0.5210 -1.0881 2.7765
N: -0.4106 0.0800 2.0364
C: -0.7068 1.1155 2.7355
C: -0.7341 2.5066 2.3281
C: -1.0908 3.4471 3.3008
C: -1.1617 4.7995 3.0277
C: -0.8838 5.2312 1.7296
C: -0.5227 4.3320 0.7494
C: -0.4142 2.9473 1.0169
O: -0.0234 2.1353 0.0915
H: -0.4010 -4.1578 2.3458
H: -0.8790 -3.2420 3.6930
H: -0.9815 0.9300 3.7765
H: -1.3244 3.0860 4.2976
H: -1.4496 5.5044 3.7967
H: -0.9554 6.2850 1.4839
H: -0.2939 4.6576 -0.2579
Br: 6.2112 -1.3898 -3.3543
C: 4.3541 -1.1547 -3.0367
C: 3.4237 -1.6161 -3.9491
Br: 3.9723 -2.4956 -5.5373
C: 2.0520 -1.4297 -3.6941
Br: 0.7111 -2.0279 -4.8921
C: 1.6127 -0.7960 -2.5434
O: 0.3617 -0.5837 -2.2349
C: 2.5788 -0.3091 -1.5928
O: 2.0933 0.2915 -0.5540
C: 3.9287 -0.5045 -1.8642
Br: 5.1497 0.1596 -0.5793
C: -3.0459 -2.0784 -0.8764
C: -3.1794 -0.6598 -0.3239
O: -4.1700 -0.3777 0.3584
N: -2.1993 0.1514 -0.7135
Te: -3.0156 2.3201 -1.2606
C: -4.3670 4.0313 -1.1499
C: -4.7426 4.7530 -2.2858
C: -4.2737 4.3561 -3.6614
C: -5.5891 5.8549 -2.1546
C: -6.0679 6.2586 -0.9189
C: -6.9766 7.4530 -0.7855
C: -5.6869 5.5300 0.2021
C: -4.8511 4.4224 0.1087
C: -4.4994 3.6608 1.3590
C: -4.2324 1.2732 -2.6494
C: -5.5954 1.0468 -2.4240
C: -6.3109 1.4993 -1.1819
C: -6.3301 0.3521 -3.3864
C: -5.7510 -0.1339 -4.5453
C: -6.5608 -0.8862 -5.5691
C: -4.3932 0.0820 -4.7377
C: -3.6197 0.7771 -3.8139
C: -2.1505 0.9448 -4.0909
H: -3.3698 -2.7882 -0.1160
H: -2.0346 -2.3098 -1.2048
H: -3.7269 -2.1420 -1.7299
H: -3.2171 4.0822 -3.6486
H: -4.4193 5.1715 -4.3720
H: -4.8183 3.4809 -4.0246
H: -5.8748 6.4093 -3.0442
H: -7.1860 7.8968 -1.7594
H: -6.5266 8.2230 -0.1548
H: -7.9300 7.1764 -0.3299
H: -6.0576 5.8263 1.1793
H: -5.0573 4.0479 2.2135
H: -3.4368 3.7491 1.5869
H: -4.7049 2.5941 1.2515
H: -5.6712 1.3543 -0.3124
H: -7.2139 0.9047 -1.0383
H: -6.5991 2.5518 -1.2442
H: -7.3853 0.1720 -3.2036
H: -7.5856 -1.0336 -5.2265
H: -6.1270 -1.8677 -5.7705
H: -6.5978 -0.3462 -6.5183
H: -3.9118 -0.3061 -5.6302
H: -1.9091 0.6160 -5.1018
H: -1.5430 0.3614 -3.3939
H: -1.8394 1.9859 -3.9767

Molecular weight ... 1084.9 g mol⁻¹
Energy above the lowest of the compared OMol25 structures with the same formula, charge and spin ... 0.0 kJ/mol
Net charge ... -2
E_HOMO (spin up / spin down) ... -2.297 / -2.301 eV
Spin multiplicity ... 2
HOMO-LUMO gap (spin up / spin down) ... 0.223 / 0.223 Eh

Record 2
Below is C34H32ClN4O5PV as an isolated structure, with properties calculated with ωB97M-V/def2-TZVPD.

Atoms and positions in Å:
V: 0.7179 -1.7307 0.1295
C: 2.8746 1.0101 -2.1634
C: 2.4807 0.3441 -0.8814
O: 1.7995 -0.7496 -1.0094
C: 2.8613 0.8233 0.3497
C: 2.8108 -0.0050 1.4938
C: 3.6482 0.3202 2.6914
N: 2.1311 -1.1271 1.4478
N: 2.4759 -2.0983 2.3533
C: 2.1511 -3.2442 1.8415
O: 1.5706 -3.3243 0.6648
C: 2.4805 -4.5098 2.5277
C: 2.9442 -4.4951 3.8411
C: 3.2525 -5.6844 4.4787
C: 3.1015 -6.8931 3.8107
C: 2.6373 -6.9095 2.5035
C: 2.3225 -5.7211 1.8621
H: 3.0452 2.0741 -2.0196
H: 2.0962 0.8613 -2.9086
H: 3.7965 0.5553 -2.5344
H: 3.4060 1.7542 0.4054
H: 3.8718 1.3850 2.7088
H: 4.5866 -0.2348 2.6503
H: 3.1353 0.0240 3.6036
H: 3.0512 -3.5469 4.3498
H: 3.6074 -5.6707 5.5009
H: 3.3417 -7.8219 4.3121
H: 2.5172 -7.8501 1.9821
H: 1.9556 -5.7207 0.8446
N: -3.1471 -0.7752 -0.1574
C: -2.8781 -1.8228 -1.1451
C: -1.3985 -2.1372 -1.0815
O: -0.5487 -1.4622 -1.7243
N: -0.8549 -2.9982 -0.2454
C: -1.5302 -3.5041 0.9171
C: -1.2539 -2.5160 2.0526
O: -1.8503 -2.5247 3.0994
O: -0.3228 -1.6356 1.7364
H: -3.0002 -1.0980 0.7927
H: -4.1099 -0.4704 -0.2268
H: -3.0889 -1.4252 -2.1384
H: -3.4649 -2.7384 -1.0074
H: -1.1076 -4.4696 1.2021
H: -2.6074 -3.6334 0.7976
Cl: -1.1202 1.2547 2.3169
C: -1.8594 2.6585 1.6163
C: -2.4730 3.5659 2.4741
C: -3.0541 4.7086 1.9584
C: -3.0154 4.9542 0.5909
C: -2.3939 4.0494 -0.2482
C: -1.8127 2.8746 0.2399
P: -0.9247 1.7203 -0.8892
C: 0.1900 3.0015 -1.6073
C: 0.2441 3.3811 -2.9443
C: 1.1716 4.3243 -3.3750
C: 2.0487 4.9083 -2.4753
C: 1.9946 4.5456 -1.1343
C: 1.0799 3.5972 -0.7090
C: -2.1398 1.4623 -2.2328
C: -1.6914 0.8093 -3.3832
C: -2.5709 0.4763 -4.4021
C: -3.9234 0.7612 -4.2743
C: -4.3850 1.3855 -3.1246
C: -3.5001 1.7362 -2.1132
H: -2.4820 3.3643 3.5363
H: -3.5316 5.4141 2.6262
H: -3.4610 5.8524 0.1837
H: -2.3489 4.2487 -1.3130
H: -0.4429 2.9520 -3.6618
H: 1.1971 4.6076 -4.4198
H: 2.7649 5.6468 -2.8118
H: 2.6671 5.0038 -0.4194
H: 1.0477 3.3166 0.3389
H: -0.6494 0.5277 -3.4674
H: -2.2010 -0.0259 -5.2871
H: -4.6140 0.4929 -5.0636
H: -5.4396 1.6050 -3.0123
H: -3.8787 2.2159 -1.2206

Molecular weight ... 694.0 g mol⁻¹
Energy above the lowest of the compared OMol25 structures with the same formula, charge and spin ... 187.3 kJ/mol
E_HOMO (spin up / spin down) ... -8.166 / -8.198 eV
Spin multiplicity ... 2
HOMO-LUMO gap (spin up / spin down) ... 0.267 / 0.298 Eh

Record 3
Below is C34H32F3N3O4PPdS2 as an isolated structure, with properties calculated with ωB97M-V/def2-TZVPD.

Atoms and positions in Å:
Pd: 0.1842 -0.0703 -0.0132
N: -1.0737 1.6736 2.3510
P: -1.7146 1.5247 0.6515
C: -2.6744 3.0823 0.8628
C: -3.7175 3.1941 1.7789
C: -4.4466 4.3739 1.8822
C: -4.1284 5.4635 1.0831
C: -3.0753 5.3671 0.1807
C: -2.3582 4.1844 0.0713
C: -2.9620 0.1980 1.0479
C: -2.5360 -0.9635 1.6885
C: -3.3994 -2.0328 1.8944
C: -4.7208 -1.9481 1.4816
C: -5.1698 -0.7866 0.8656
C: -4.2991 0.2730 0.6475
C: 0.2660 1.6111 2.6432
C: 0.7297 1.7380 3.9699
C: 2.0747 1.6506 4.2247
C: 2.9679 1.4903 3.1661
C: 2.4366 1.4114 1.9013
N: 1.1273 1.4498 1.6286
H: -1.6650 1.8505 3.1459
H: -3.9730 2.3494 2.4097
H: -5.2753 4.4321 2.5793
H: -4.7015 6.3795 1.1616
H: -2.8254 6.2132 -0.4492
H: -1.5486 4.1033 -0.6460
H: -1.5219 -1.0376 2.0475
H: -3.0234 -2.9280 2.3767
H: -5.4015 -2.7777 1.6415
H: -6.2051 -0.7058 0.5546
H: -4.6478 1.1584 0.1321
H: 0.0115 1.8734 4.7717
H: 2.4371 1.7064 5.2449
H: 4.0353 1.4152 3.3258
H: 3.0836 1.3131 1.0403
C: -0.6077 -4.0898 -4.5823
C: -1.2734 -2.9289 -5.2735
C: -2.6044 -3.0036 -5.6816
C: -3.2462 -1.9060 -6.2318
C: -2.5348 -0.7252 -6.4025
C: -1.1924 -0.6408 -6.0512
C: -0.5719 -1.7416 -5.4829
S: -3.4144 0.7410 -6.8151
O: -4.5624 0.3879 -7.6014
O: -2.4622 1.6943 -7.3014
N: -4.0247 1.3381 -5.4105
C: -3.1448 1.5502 -4.2396
C: -3.1296 0.4012 -3.2336
C: -2.1767 0.7438 -2.1001
O: -2.6296 1.5872 -1.2534
O: -1.0413 0.2190 -2.0955
H: -1.1833 -5.0086 -4.7059
H: -0.5224 -3.8800 -3.5162
H: 0.4017 -4.2485 -4.9650
H: -3.1534 -3.9278 -5.5398
H: -4.2903 -1.9443 -6.5211
H: -0.6580 0.2901 -6.2016
H: 0.4573 -1.6669 -5.1531
H: -4.9063 0.8863 -5.1935
H: -3.4720 2.4523 -3.7274
H: -2.1416 1.7387 -4.6234
H: -2.8037 -0.5305 -3.6867
H: -4.1286 0.2736 -2.8085
F: 1.0810 -1.2575 -2.3782
C: 0.7565 -1.6676 -1.1327
F: -0.4319 -2.3422 -1.2449
F: 1.6404 -2.6214 -0.8514
S: 1.0452 -1.6711 1.8982
C: 2.7079 -2.1788 1.6509
C: 3.5942 -1.5407 0.7734
C: 4.9138 -1.9570 0.6618
C: 5.3933 -3.0116 1.4292
C: 4.5239 -3.6591 2.2981
C: 3.1980 -3.2555 2.4036
H: 3.2258 -0.7349 0.1606
H: 5.5739 -1.4564 -0.0386
H: 6.4258 -3.3310 1.3424
H: 4.8752 -4.4937 2.8967
H: 2.5168 -3.7699 3.0732

Molecular weight ... 805.2 g mol⁻¹
Energy above the lowest of the compared OMol25 structures with the same formula, charge and spin ... 257.4 kJ/mol
Net charge ... -1
E_HOMO (spin up / spin down) ... -4.594 / -4.594 eV
HOMO-LUMO gap (spin up / spin down) ... 0.253 / 0.253 Eh

Record 4
Below is C34H32F4FeN6OS as an isolated structure, with properties calculated with ωB97M-V/def2-TZVPD.

Atoms and positions in Å:
Fe: 0.1643 -0.1664 -0.4849
C: -1.5579 -5.6013 0.9127
C: -2.0865 -4.3798 1.3070
C: -1.3230 -3.2239 1.2226
C: -0.0177 -3.2595 0.7273
C: 0.5093 -4.4962 0.3427
C: -0.2530 -5.6505 0.4361
N: 0.6790 -2.0494 0.5600
C: 1.9254 -1.9601 1.0235
C: 2.5015 -2.8503 1.9946
C: 3.7826 -2.6894 2.4203
C: 4.6160 -1.6453 1.9331
C: 4.1135 -0.7643 1.0299
C: 2.7778 -0.8918 0.5814
N: 2.1953 -0.0262 -0.3049
N: 2.9349 0.8147 -0.8990
C: 2.1888 1.6582 -1.7451
C: 2.8924 2.6227 -2.4615
C: 2.1908 3.4961 -3.2646
C: 0.8049 3.3977 -3.3223
C: 0.1920 2.4067 -2.5836
N: 0.8649 1.5347 -1.8305
H: -2.1533 -6.5028 0.9741
H: -3.1028 -4.3236 1.6785
H: -1.7337 -2.2620 1.5130
H: 1.5224 -4.5380 -0.0414
H: 0.1729 -6.5969 0.1242
H: 1.8887 -3.6480 2.3916
H: 4.1749 -3.3706 3.1668
H: 5.6317 -1.5435 2.2909
H: 4.7113 0.0531 0.6515
H: 3.9675 2.6639 -2.3529
H: 2.7110 4.2562 -3.8334
H: 0.2128 4.0765 -3.9191
H: -0.8861 2.2984 -2.5846
C: -0.3463 -0.6975 -3.7450
N: -0.0811 -1.3986 -2.4941
C: 1.0602 -2.2925 -2.6628
C: -1.2791 -2.1453 -2.1105
C: -2.4002 -1.2722 -1.5481
N: -1.8610 -0.1597 -0.7594
C: -2.7403 0.7861 -0.3308
C: -2.2747 2.0291 0.1552
F: -0.9367 2.2514 0.1865
C: -3.0910 3.0461 0.5900
F: -2.5136 4.1922 0.9969
C: -4.4649 2.9226 0.6134
C: -4.9591 1.7062 0.1912
F: -6.2861 1.4882 0.2346
C: -4.1514 0.6751 -0.2449
F: -4.7730 -0.4958 -0.5130
H: -0.6394 -1.4100 -4.5295
H: -1.1569 0.0156 -3.6048
H: 0.5411 -0.1635 -4.0800
H: 0.8851 -3.0338 -3.4560
H: 1.9450 -1.7080 -2.9231
H: 1.2516 -2.8161 -1.7277
H: -1.6661 -2.7172 -2.9676
H: -0.9795 -2.8691 -1.3585
H: -3.0458 -0.9005 -2.3532
H: -3.0111 -1.9509 -0.9489
H: -5.1127 3.7145 0.9569
C: -0.6961 -0.1155 4.2238
S: -1.2430 0.5102 2.6391
O: -0.0461 0.3371 1.7539
C: -1.3372 2.2381 3.0672
C: -2.5360 2.7508 3.5381
C: -2.6095 4.0986 3.8579
C: -1.4989 4.9136 3.6833
C: -0.3116 4.3879 3.1879
C: -0.2246 3.0401 2.8712
H: 0.1222 0.5015 4.5904
H: -0.3644 -1.1385 4.0457
H: -1.5409 -0.1023 4.9134
H: -3.4040 2.1086 3.6437
H: -3.5387 4.5160 4.2230
H: -1.5636 5.9680 3.9202
H: 0.5458 5.0314 3.0376
H: 0.6791 2.6072 2.4581

Molecular weight ... 704.6 g mol⁻¹
E_HOMO (spin up / spin down) ... -6.797 / -6.828 eV
Spin multiplicity ... 5
HOMO-LUMO gap (spin up / spin down) ... 0.221 / 0.225 Eh

Record 5
Below is C34H32HoNO2PSi as an isolated structure, with properties calculated with ωB97M-V/def2-TZVPD.

Atoms and positions in Å:
Ho: -1.2881 -1.0144 -0.6582
O: -2.8109 -2.1282 1.6797
C: -2.1518 -1.0952 1.5624
C: -1.9678 -0.1412 2.7058
C: -2.6135 -0.3095 3.9245
C: -2.3981 0.5935 4.9532
C: -1.5308 1.6638 4.7611
C: -0.8852 1.8419 3.5437
C: -1.1121 0.9415 2.5056
P: -0.2629 1.0953 0.8860
C: 0.9338 2.4316 1.0668
C: 0.5529 3.7728 1.0518
C: 1.4987 4.7611 1.2754
C: 2.8234 4.4175 1.5179
C: 3.2079 3.0852 1.5315
C: 2.2642 2.0927 1.3038
C: -1.5102 1.8192 -0.2674
C: -2.8865 1.6936 -0.0730
C: -3.7815 2.2189 -1.0062
C: -3.3071 2.8814 -2.1248
C: -1.9343 3.0045 -2.3318
C: -1.0436 2.4628 -1.4242
H: -3.2726 -1.1614 4.0443
H: -2.8956 0.4651 5.9061
H: -1.3524 2.3668 5.5649
H: -0.2049 2.6755 3.4221
H: -0.4788 4.0504 0.8749
H: 1.2018 5.8019 1.2644
H: 3.5582 5.1928 1.6932
H: 4.2406 2.8172 1.7114
H: 2.5698 1.0535 1.3037
H: -3.2631 1.2241 0.8280
H: -4.8464 2.1251 -0.8367
H: -4.0019 3.3040 -2.8388
H: -1.5601 3.5183 -3.2084
H: 0.0218 2.5648 -1.5921
C: 0.6773 0.7920 -4.3530
Si: -0.2885 -0.7044 -3.8593
C: -2.0782 -0.2484 -3.5264
C: -0.3013 -1.9347 -5.2328
N: 0.1837 -1.3338 -2.3157
C: 1.3531 -2.0517 -2.0485
C: 2.3954 -2.2793 -2.9496
C: 3.4831 -3.0757 -2.6153
C: 3.5571 -3.6761 -1.3683
C: 2.5468 -3.4534 -0.4381
C: 1.5041 -2.6295 -0.7924
O: 0.4287 -2.3484 0.1065
C: 0.6361 -2.6447 1.4788
C: -0.1116 -3.6429 2.0547
C: 0.0565 -3.8809 3.4144
C: 0.9644 -3.1326 4.1504
C: 1.7174 -2.1406 3.5307
C: 1.5566 -1.8905 2.1764
H: 0.2271 1.2869 -5.2190
H: 1.6998 0.5180 -4.6290
H: 0.7416 1.5119 -3.5345
H: -2.4980 0.3209 -4.3597
H: -2.2255 0.4190 -2.6708
H: -2.6978 -1.1474 -3.4195
H: -0.7522 -1.4779 -6.1194
H: -0.8877 -2.8188 -4.9695
H: 0.7000 -2.2706 -5.5087
H: 2.3515 -1.8296 -3.9350
H: 4.2712 -3.2325 -3.3405
H: 4.3912 -4.3136 -1.1079
H: 2.5906 -3.9091 0.5415
H: -0.8308 -4.1997 1.4703
H: -0.5307 -4.6524 3.8947
H: 1.0889 -3.3226 5.2084
H: 2.4311 -1.5598 4.1009
H: 2.1363 -1.1340 1.6645

Molecular weight ... 710.6 g mol⁻¹
Net charge ... +1
E_HOMO (spin up / spin down) ... -10.214 / -10.254 eV
Spin multiplicity ... 5
HOMO-LUMO gap (spin up / spin down) ... 0.268 / 0.272 Eh

Record 6
Below is C34H32N4NiO3S as an isolated structure, with properties calculated with ωB97M-V/def2-TZVPD.

Atoms and positions in Å:
Ni: 0.6970 -0.8470 -0.0542
O: 2.5091 -0.0386 0.4518
C: 3.4521 -0.7273 1.0101
C: 4.8092 -0.4930 0.6620
C: 5.8418 -1.2091 1.2242
C: 5.5866 -2.2056 2.1700
C: 4.2822 -2.4571 2.5336
C: 3.2053 -1.7513 1.9799
C: 1.8640 -2.1158 2.3753
N: 0.7943 -1.7075 1.8048
N: -0.3981 -2.1629 2.2656
C: -1.3801 -2.0374 1.3962
O: -1.2885 -1.5551 0.2146
C: -2.7146 -2.4977 1.8837
C: -3.8577 -2.1809 1.1571
C: -5.1100 -2.5675 1.6097
C: -5.2304 -3.2874 2.7886
C: -4.0920 -3.6227 3.5103
C: -2.8408 -3.2280 3.0647
H: 5.0046 0.2800 -0.0723
H: 6.8625 -1.0023 0.9237
H: 6.4029 -2.7668 2.6051
H: 4.0687 -3.2386 3.2562
H: 1.7660 -2.8300 3.1960
H: -3.7526 -1.6247 0.2349
H: -5.9947 -2.3067 1.0418
H: -6.2080 -3.5909 3.1424
H: -4.1798 -4.1945 4.4257
H: -1.9496 -3.4713 3.6232
O: 1.6287 -2.8357 -0.6479
C: 1.8215 -3.2437 -2.0017
C: 3.0086 -2.5620 -2.6808
C: 3.0542 -1.0410 -2.4571
C: 1.8200 -0.3580 -2.9593
C: 1.8211 0.3300 -4.1698
C: 0.6444 0.8777 -4.6502
C: -0.5170 0.7078 -3.9114
C: -0.4381 0.0282 -2.7110
N: 0.7011 -0.4750 -2.2269
H: 2.4683 -2.9036 -0.1686
H: 0.8893 -3.0015 -2.5083
H: 1.9584 -4.3283 -2.0405
H: 2.9637 -2.7889 -3.7495
H: 3.9375 -2.9847 -2.2876
H: 3.9352 -0.6279 -2.9481
H: 3.1294 -0.8305 -1.3941
H: 2.7502 0.4370 -4.7130
H: 0.6350 1.4176 -5.5882
H: -1.4667 1.0904 -4.2592
H: -1.3175 -0.1270 -2.1000
N: -0.0994 1.0635 0.2135
S: -1.1187 1.8724 1.0881
C: -0.4646 3.5547 1.1944
C: -0.0834 4.2349 0.0452
C: 0.4943 5.4870 0.1599
C: 0.7033 6.0459 1.4155
C: 0.3347 5.3540 2.5575
C: -0.2535 4.1008 2.4490
C: -2.6153 2.1754 0.0689
C: -3.2611 3.3968 -0.0612
C: -4.3648 3.4932 -0.8988
C: -4.8299 2.3740 -1.5724
C: -4.2093 1.1449 -1.3926
C: -3.0986 1.0415 -0.5699
H: 0.2751 1.6054 -0.5608
H: -0.2526 3.7994 -0.9327
H: 0.7785 6.0296 -0.7322
H: 1.1620 7.0224 1.5000
H: 0.5082 5.7829 3.5355
H: -0.5478 3.5422 3.3288
H: -2.9112 4.2682 0.4722
H: -4.8582 4.4490 -1.0189
H: -5.6834 2.4588 -2.2329
H: -4.5974 0.2643 -1.8890
H: -2.5836 0.0956 -0.4192

Molecular weight ... 635.4 g mol⁻¹
E_HOMO (spin up / spin down) ... -6.691 / -6.699 eV
Spin multiplicity ... 3
HOMO-LUMO gap (spin up / spin down) ... 0.261 / 0.261 Eh